Entry 1:
Here is a single C3H6N2O molecule from OMol25. Energies are from ωB97M-V with the def2-TZVPD basis set.

Results
HOMO energy in hartree: -0.3035
Energy above the lowest of the compared OMol25 structures with the same formula, charge and spin in kcal/mol: 122.9
F_max in eV/A: 4.92
SMILES: C=NC(=C)NO
HOMO-LUMO gap in eV: 8.8

```
! RIJCOSX wB97M-V def2-TZVPD def2/J DEFGRID3
* xyz 0 1
N -0.0209 -0.1596 1.2312
C 0.6558 0.3687 0.0160
C -1.2327 1.1415 -0.9054
C 1.5334 -0.4030 -0.6352
O -0.0645 -1.5098 1.5788
N 0.0082 1.3812 -0.6117
H -0.9220 -1.8101 1.2273
H -0.4363 0.5428 1.8369
H -1.7350 1.8373 -1.5957
H -1.5472 0.0932 -0.3346
H 2.0672 -1.1833 -0.1065
H 1.6939 -0.2988 -1.7012
*
```

Atom charges from the Mulliken analysis, given in e for atoms 1 to 2: N -0.28; C 0.59

---

Entry 2:
Here is a molecular structure, C3H6N2O from OMol25. Energies are from ωB97M-V with the def2-TZVPD basis set.

Results
HOMO energy (spin up / spin down) in hartree: -0.2985 / -0.3314
Energy above the lowest of the compared OMol25 structures with the same formula, charge and spin in kcal/mol: 129.2
F_max in eV/A: 2.77
HOMO-LUMO gap (spin up / spin down) in eV: 7.3 / 8.4

```
! RIJCOSX wB97M-V def2-TZVPD def2/J DEFGRID3
* xyz 0 1
C -0.2908 -0.2576 -0.0354
C 0.2258 0.5977 1.0591
N -1.4926 0.1989 -0.6310
O -0.2285 -1.6343 0.1681
C 1.1402 0.3301 -0.6494
N 2.1796 -0.3010 -0.8573
H 0.6486 -1.9439 -0.1059
H -2.2813 0.1443 0.0028
H -1.7001 -0.3248 -1.4722
H 0.9219 0.1782 1.7695
H -0.2207 1.5598 1.2616
H 1.0980 1.4525 -0.5098
*
```

Atom charges from the Mulliken analysis, given in e for atoms 1 to 2: C 0.76; C -1.09

---

Entry 3:
Here is 2 unconnected molecules or ions with the total composition C3H6N2O from OMol25. Energies are from ωB97M-V with the def2-TZVPD basis set.

Results
HOMO energy in hartree: -0.2929
Energy above the lowest of the compared OMol25 structures with the same formula, charge and spin in kcal/mol: 57.4
F_max in eV/A: 1.53
HOMO-LUMO gap in eV: 8.8

```
! RIJCOSX wB97M-V def2-TZVPD def2/J DEFGRID3
* xyz 0 1
C -0.3141 1.8314 -0.0639
N -0.7765 0.4666 0.1041
C -0.0821 -0.6669 0.0164
N 1.2190 -0.6003 -0.2627
C 0.0160 -3.0556 0.1401
O -1.0136 -3.4833 0.4008
H 0.4436 2.0879 0.6863
H -1.1623 2.5084 0.0602
H 0.1055 1.9853 -1.0652
H -1.7520 0.3378 0.3186
H 1.7995 0.2150 -0.4278
H 1.6675 -1.5087 -0.3086
*
```

Atom charges from the Mulliken analysis, given in e for atoms 1 to 2: C -0.93; N -0.06

---

Entry 4:
Here is 2 unconnected molecules or ions with the total composition C3H6N2O from OMol25. Energies are from ωB97M-V with the def2-TZVPD basis set.

Results
HOMO energy in hartree: -0.3978
Energy above the lowest of the compared OMol25 structures with the same formula, charge and spin in kcal/mol: 53.7
F_max in eV/A: 1.21
SMILES: N#C[C@H]1CN1.O
HOMO-LUMO gap in eV: 11.4

```
! RIJCOSX wB97M-V def2-TZVPD def2/J DEFGRID3
* xyz 0 1
N 0.9243 0.4558 -0.0180
C 0.0759 1.5348 -0.5029
C -0.2919 0.1164 -0.7531
O 0.6581 -2.0422 1.2583
C -1.4113 -0.4460 -0.0173
N -2.3669 -0.8082 0.5263
H 1.0364 -1.1576 1.1392
H 1.7298 0.3171 -0.6234
H -0.4569 2.0619 0.2843
H 0.4013 2.1361 -1.3488
H -0.1811 -0.2935 -1.7518
H -0.1178 -1.8747 1.8072
*
```

Atom charges from the Mulliken analysis, given in e for atoms 1 to 2: N -0.55; C -0.41

---

Entry 5:
Here is a single C3H6N2O molecule from OMol25. Energies are from ωB97M-V with the def2-TZVPD basis set.

Results
HOMO energy (spin up / spin down) in hartree: -0.3137 / -0.3137
Energy above the lowest of the compared OMol25 structures with the same formula, charge and spin in kcal/mol: 76.6
F_max in eV/A: 0.29
HOMO-LUMO gap (spin up / spin down) in eV: 8.3 / 8.3

```
! RIJCOSX wB97M-V def2-TZVPD def2/J DEFGRID3
* xyz 0 1
N -0.8075 1.9834 -0.6161
C -0.4220 0.8093 -0.0369
O -0.6084 0.6247 1.1912
N 0.0903 -0.1136 -0.8754
C 1.0096 -1.0354 -0.2012
C -0.0449 -1.4640 0.6844
H -0.4418 2.2202 -1.5227
H -1.0895 2.7272 -0.0002
H 1.3414 -1.7791 -0.9289
H 1.8643 -0.5746 0.3063
H -0.8721 -2.0041 0.2366
H -0.0193 -1.3940 1.7628
*
```

Atom charges from the Mulliken analysis, given in e for atoms 1 to 2: N -0.39; C 0.67

---

Entry 6:
Here is 2 unconnected molecules or ions with the total composition C3H6N2O from OMol25. Energies are from ωB97M-V with the def2-TZVPD basis set.

Results
HOMO energy in hartree: -0.3331
Energy above the lowest of the compared OMol25 structures with the same formula, charge and spin in kcal/mol: 21.9
F_max in eV/A: 0.52
SMILES: c1c[nH]cn1.O
HOMO-LUMO gap in eV: 9.8

```
! RIJCOSX wB97M-V def2-TZVPD def2/J DEFGRID3
* xyz 0 1
C -0.1337 0.9558 0.0057
C -0.3143 -0.2392 -0.6310
N -1.3147 -0.9594 -0.0293
C -1.7369 -0.2062 0.9505
N -1.0511 0.9626 1.0196
H 0.5933 1.7280 -0.1734
H 0.2830 -0.6073 -1.4515
H -2.5587 -0.4914 1.5814
H -1.1697 1.6649 1.7288
H 2.5455 -0.0859 -0.9523
H 3.9884 -0.2735 -1.4499
O 3.2848 -0.7044 -0.9544
*
```

Atom charges from the Mulliken analysis, given in e for atoms 1 to 2: C -0.24; C -0.24

---

Entry 7:
Here is 2 unconnected molecules or ions with the total composition C3H6N2O from OMol25. Energies are from ωB97M-V with the def2-TZVPD basis set.

Results
HOMO energy in hartree: -0.3314
Energy above the lowest of the compared OMol25 structures with the same formula, charge and spin in kcal/mol: 23.7
F_max in eV/A: 0.84
SMILES: c1c[nH]cn1.O
HOMO-LUMO gap in eV: 9.8

```
! RIJCOSX wB97M-V def2-TZVPD def2/J DEFGRID3
* xyz 0 1
C 1.3498 1.9345 1.0140
C 0.2551 1.3846 1.5997
N -0.0004 0.1427 1.0661
C 0.9209 -0.0568 0.1760
N 1.7500 1.0200 0.0519
H 1.8861 2.8646 1.0686
H -0.3562 1.8254 2.3666
H 1.0825 -0.9370 -0.4229
H 2.6886 0.9977 -0.3102
H -2.4717 -3.1522 -3.2909
H -2.9769 -3.8912 -2.1009
O -3.2542 -3.2134 -2.7270
*
```

Atom charges from the Mulliken analysis, given in e for atoms 1 to 2: C -0.18; C -0.40

---

Entry 8:
Here is 2 unconnected molecules or ions with the total composition C3H6N2O from OMol25. Energies are from ωB97M-V with the def2-TZVPD basis set.

Results
HOMO energy in hartree: -0.3336
Energy above the lowest of the compared OMol25 structures with the same formula, charge and spin in kcal/mol: 62.5
F_max in eV/A: 0.53
HOMO-LUMO gap in eV: 9.9

```
! RIJCOSX wB97M-V def2-TZVPD def2/J DEFGRID3
* xyz 0 1
O -2.6238 -1.1257 0.0051
C -1.5352 -0.6240 -0.1321
N -0.5237 -0.8911 -0.9918
C 0.5787 0.0360 -0.8133
C 0.1798 0.9397 0.3384
N -1.0155 0.4760 0.6498
H -0.6152 -1.5879 -1.7120
H 0.7353 0.6748 -1.6926
H 1.5273 -0.4728 -0.5950
H 2.7312 0.6826 1.9396
H 2.1580 1.0329 1.6186
H -1.5968 0.8597 1.3853
*
```

Atom charges from the Mulliken analysis, given in e for atoms 1 to 2: O -0.58; C 0.27